1.
{
  "formula": "C14H21IN3O9P2PtSe",
  "method": "the ωB97M-V functional and the def2-TZVPD basis",
  "symbols": ["Pt", "I", "Se", "P", "P", "O", "O", "O", "O", "O", "O", "O", "O", "O", "N", "N", "N", "C", "C", "C", "C", "C", "C", "C", "C", "C", "C", "C", "C", "C", "C", "H", "H", "H", "H", "H", "H", "H", "H", "H", "H", "H", "H", "H", "H", "H", "H", "H", "H", "H", "H", "H"],
  "xyz": [[1.871889, -0.187650, -1.220832], [3.827357, 0.021186, -2.907035], [-3.767089, -0.461833, 0.237094], [2.990926, -2.676187, 0.096530], [-0.024310, -2.008244, 0.464873], [-0.990095, 1.816788, -3.456986], [-0.244589, -2.354431, 1.880069], [-1.235293, -2.457637, -0.507175], [3.059867, -1.147606, 0.111989], [3.464288, -3.431437, 1.259492], [3.692608, -3.170132, -1.281383], [-1.672468, 4.048196, -2.571292], [0.579089, 0.586962, -2.556847], [0.342036, -0.558931, 0.131327], [-2.423634, -0.592825, 2.780132], [1.022432, -3.100896, -1.781143], [-1.796884, 1.101484, 1.606864], [0.339899, 2.925791, -1.861314], [-1.443732, 0.056435, 3.499479], [-1.635270, 2.005011, 0.485425], [1.225380, -3.162756, -0.282711], [1.771306, 4.107545, -0.294661], [-0.549193, 4.023057, -1.845864], [1.499757, 3.010572, -1.093312], [-0.279333, 5.125067, -1.029871], [-0.034709, 1.712016, -2.668016], [0.864801, 5.162823, -0.259253], [0.960763, -4.591895, 0.173060], [-1.060607, 1.123592, 2.771252], [-2.624182, 0.038159, 1.606127], [-3.023084, -1.863120, 3.129485], [1.089754, -4.638319, 1.250249], [0.036387, -3.272219, -1.992688], [1.673889, -5.283159, -0.283878], [1.058054, 6.025569, 0.367470], [-0.698764, 2.543779, 0.604755], [-1.617814, 1.417906, -0.429625], [-1.073877, -0.330146, 4.430438], [1.655831, -3.748663, -2.248324], [-2.731249, -2.105852, 4.148521], [-2.469569, 2.704733, 0.423241], [2.218425, 2.201709, -1.126790], [-0.993244, 5.938598, -1.025920], [2.681882, 4.138692, 0.288479], [1.256586, -2.131841, -2.098818], [-4.105526, -1.791931, 3.046502], [-0.059406, -4.896500, -0.073199], [4.013955, -2.407669, -1.798799], [-2.039291, -1.888493, -0.414902], [-1.648646, 3.192375, -3.098771], [-0.308626, 1.868883, 2.953813], [-2.646676, -2.636557, 2.462745]],
  "atomic_forces_ev_per_a": [[0.0, 0.0, -0.1], [-0.1, 0.0, 0.0], [-0.1, -0.1, 0.0], [0.0, -0.1, 0.0], [0.0, 0.0, 0.0], [0.1, 0.0, 0.0], [0.0, 0.0, 0.0], [0.1, 0.0, 0.0], [0.0, 0.1, 0.0], [0.0, 0.0, 0.0], [0.0, 0.0, 0.0], [0.0, 0.0, 0.0], [0.0, 0.2, 0.1], [0.0, 0.0, -0.1], [0.0, 0.0, 0.0], [0.0, 0.0, 0.0], [0.0, 0.0, 0.0], [0.0, 0.0, 0.0], [0.0, 0.0, 0.0], [-0.1, 0.1, 0.0], [0.0, 0.0, 0.0], [0.0, 0.0, 0.0], [0.0, 0.0, 0.0], [0.0, 0.0, 0.0], [0.0, 0.0, 0.0], [0.0, -0.2, 0.0], [0.0, 0.0, 0.0], [0.0, 0.0, 0.0], [0.0, 0.0, 0.0], [0.1, 0.1, 0.0], [0.0, 0.0, 0.0], [0.0, 0.0, 0.0], [0.0, 0.0, 0.0], [0.0, 0.0, 0.0], [0.0, 0.0, 0.0], [0.0, 0.0, 0.0], [0.1, 0.0, 0.0], [0.0, 0.0, 0.0], [0.0, 0.0, 0.0], [0.0, 0.0, 0.0], [0.0, 0.0, 0.1], [0.0, 0.0, 0.0], [0.0, 0.0, 0.0], [0.0, 0.0, 0.0], [0.0, 0.0, 0.0], [0.0, 0.0, 0.0], [0.0, 0.0, 0.0], [0.0, 0.0, 0.0], [0.0, 0.0, 0.0], [0.0, 0.0, 0.0], [0.0, 0.0, 0.0], [0.0, 0.0, 0.0]],
  "mulliken_charge": [1.683, -0.436, -0.321, 0.961, 0.735, -0.847, -0.708, -0.546, -0.641, -0.772, -0.521, -0.692, -0.802, -0.874, 0.299, -0.169, 0.400, 0.368, -0.516, -0.998, 0.539, -1.191, 0.458, -0.125, -0.604, 0.870, -0.299, -1.866, -0.317, -0.419, -0.881, 0.357, 0.403, 0.476, 0.365, 0.160, 0.449, 0.421, 0.430, 0.309, 0.304, 0.435, 0.410, 0.418, 0.042, 0.369, 0.463, 0.196, 0.095, 0.395, 0.449, 0.286],
  "e_above_lowest_kcal_mol": 1.3,
  "homo_lumo_gap_ha": 0.2825,
  "largest_force_ha_per_bohr": 0.005,
  "charge": -1
}

***

2.
{
  "formula": "C14H21MgN7PS",
  "method": "the ωB97M-V functional and the def2-TZVPD basis",
  "symbols": ["S", "P", "Mg", "N", "N", "N", "N", "N", "N", "N", "C", "C", "C", "C", "C", "C", "C", "C", "C", "C", "C", "C", "C", "C", "H", "H", "H", "H", "H", "H", "H", "H", "H", "H", "H", "H", "H", "H", "H", "H", "H", "H", "H", "H", "H"],
  "xyz": [[-0.518790, 2.529169, -1.013794], [0.034815, 0.410616, 2.240143], [-0.329125, 0.228781, -0.367685], [0.356251, 2.516959, 3.988641], [1.681852, 1.368985, -2.280459], [1.098029, 0.216176, -1.836916], [0.488991, 0.263306, 4.933078], [1.534364, 3.615881, -2.267183], [-0.276556, -1.832232, -0.878026], [2.337182, 1.132539, 3.579607], [-0.223036, -0.436113, 3.877504], [1.934799, 0.292493, 4.707440], [-0.770984, -4.164898, -0.753351], [1.892847, 0.562276, 2.314989], [0.906127, -3.367084, -2.262197], [1.009157, 2.438165, -1.891777], [1.803757, 2.481537, 3.783290], [0.183122, -4.420290, -1.720898], [0.656141, -2.078314, -1.827941], [1.390032, -0.902053, -2.392080], [-0.961623, -2.853714, -0.359405], [2.346049, -1.060223, -3.523324], [0.015319, 1.639571, 5.106330], [-0.367480, 2.148593, 2.778144], [-1.689573, -2.605819, 0.403540], [-1.066291, 1.634405, 5.247699], [0.367438, -5.432624, -2.055248], [2.283671, 2.901157, 4.667876], [2.338102, 3.608659, -2.873459], [-0.131534, 2.835875, 1.964631], [2.296781, -0.724614, 4.548831], [2.404322, 0.688337, 5.608467], [2.330750, -0.431192, 2.189824], [1.660244, -3.546179, -3.014249], [-1.291899, -0.462937, 4.094720], [2.558464, -0.086528, -3.952769], [2.059214, 3.102513, 2.923863], [3.287792, -1.492553, -3.175567], [2.243100, 1.180252, 1.484059], [-1.355367, -4.956398, -0.308035], [-1.442808, 2.212950, 2.958900], [0.128119, -1.467395, 3.807598], [1.938441, -1.717516, -4.291438], [0.478744, 2.039298, 6.008713], [0.998951, 4.458581, -2.165485]],
  "atomic_forces_ev_per_a": [[0.2, -0.1, 0.1], [0.2, 0.3, -0.3], [-0.2, 0.0, 0.2], [0.0, -0.1, 0.0], [-0.4, -0.2, 0.3], [0.3, 0.2, -0.3], [0.0, 0.0, 0.0], [-0.1, 0.0, 0.1], [0.0, 0.0, -0.1], [-0.1, 0.0, 0.0], [0.0, 0.0, -0.2], [0.0, 0.0, 0.0], [0.0, 0.0, 0.0], [-0.1, 0.0, 0.1], [0.0, -0.1, 0.0], [0.0, 0.1, -0.2], [0.0, 0.0, 0.0], [0.0, 0.0, -0.1], [0.0, 0.2, 0.0], [-0.1, -0.2, 0.2], [0.0, 0.1, 0.0], [0.0, 0.0, 0.0], [0.0, 0.0, 0.0], [0.0, -0.1, 0.1], [0.0, 0.0, 0.0], [0.0, 0.0, 0.0], [0.0, 0.0, 0.0], [0.0, 0.0, 0.0], [0.0, 0.0, 0.0], [0.0, 0.0, 0.0], [0.0, 0.0, 0.0], [0.0, 0.0, 0.0], [0.0, 0.0, 0.0], [0.0, 0.0, 0.0], [0.0, 0.0, 0.0], [0.0, 0.0, 0.0], [0.0, 0.0, 0.0], [0.0, 0.0, 0.0], [0.0, 0.0, 0.0], [0.0, 0.0, 0.0], [0.0, 0.0, 0.0], [0.0, 0.0, 0.0], [0.0, 0.0, 0.0], [0.0, 0.0, 0.0], [0.0, 0.0, 0.0]],
  "mulliken_charge": [-0.528, 0.844, 0.350, 0.101, -1.291, 0.634, 0.102, -0.396, -0.072, 0.095, -0.962, -0.935, -0.678, -0.814, -0.766, 0.689, -0.977, -0.420, 0.585, 0.883, -0.048, -1.572, -0.911, -0.912, 0.411, 0.387, 0.437, 0.290, 0.245, 0.489, 0.395, 0.305, 0.412, 0.382, 0.447, 0.402, 0.404, 0.324, 0.510, 0.409, 0.394, 0.412, 0.425, 0.311, 0.209],
  "homo_lumo_gap_ha": 0.2803,
  "largest_force_ha_per_bohr": 0.010,
  "charge": 1
}

***

Highest occupied orbital energy (Eh)
-0.196 -0.413